A 2-piece molecular cluster, C7H11N5O overall in a non-equilibrium geometry. Source: the Open Molecules 2025 dataset; level of theory: ωB97M-V/def2-TZVPD.

```
24
C7H11N5O | the Open Molecules 2025 dataset | ωB97M-V/def2-TZVPD
C -3.493 0.817 -0.496
N -2.185 1.059 0.144
C -1.261 0.128 0.198
C -1.337 -1.216 -0.225
C -0.072 -1.704 0.089
O 0.241 -2.999 0.165
N 0.721 -0.834 0.626
N -0.041 0.320 0.693
C 0.443 1.568 1.232
H -4.007 1.694 -0.719
H -3.276 0.397 -1.484
H -3.986 0.135 0.040
H -2.004 1.977 0.228
H -2.198 -1.726 -0.553
H 1.187 -3.159 0.184
H 1.192 1.328 1.998
H 0.868 2.172 0.425
H -0.400 1.943 1.724
H 1.986 -1.509 -1.883
N 2.264 -0.712 -1.380
C 3.289 -0.512 -0.711
C 3.744 0.619 -0.107
N 4.288 1.547 0.257
H 4.039 -1.333 -0.445
```

Its spin multiplicity is 1. As for the LUMO energy: 0.28 eV. Its total charge is 0. Its SMILES is CNc1cc(O)nn1C.[H]/N=C/C#N. Its HOMO energy is -0.2809 Ha. The value obtained for the orbital gap is 7.92 eV.